Record 1
{
  "formula": "C21H22ClN5O2PbS2",
  "method": "the ωB97M-V functional and the def2-TZVPD basis",
  "total_charge": -1,
  "e_homo_ev": [-3.694, -3.831],
  "e_above_lowest_kj_mol": 27.70,
  "multiplicity": 2,
  "lumo_energy_ev": [2.4, 2.3],
  "species": ["Pb", "N", "C", "C", "N", "H", "H", "H", "H", "H", "H", "H", "H", "C", "C", "C", "C", "C", "C", "N", "N", "C", "C", "C", "C", "C", "N", "H", "H", "H", "H", "H", "H", "H", "H", "H", "O", "C", "O", "C", "C", "C", "C", "S", "C", "C", "H", "H", "H", "H", "H", "S", "C", "Cl"],
  "positions_angstrom": [[1.0679, 1.5268, -0.1990], [2.5188, 2.3650, 1.6468], [3.8896, 2.7273, 1.3620], [4.6329, 1.6048, 0.5672], [3.7648, 0.9737, -0.4273], [1.9186, 3.1515, 1.9904], [2.3332, 1.5366, 2.2538], [4.4732, 2.9632, 2.2708], [3.8666, 3.5771, 0.6975], [4.9041, 0.7689, 1.2298], [5.5565, 2.0790, 0.1999], [4.2961, 0.3146, -0.9363], [3.6197, 1.6232, -1.2195], [-4.8835, -2.5189, -1.3171], [-4.1661, -2.0127, -0.2383], [-2.8055, -1.9385, -0.2619], [-2.1756, -2.2212, -1.5084], [-2.8439, -2.9077, -2.5129], [-4.2323, -3.2060, -2.3316], [-0.8116, -1.9073, -1.6604], [-0.1765, -2.1817, -2.9427], [0.3624, -1.0924, -3.5253], [1.1435, -1.5928, -4.6683], [2.0764, -0.6723, -5.1606], [2.1517, 0.5993, -4.4789], [1.0944, 1.0276, -3.6906], [0.2510, 0.1801, -3.1046], [-5.9645, -2.4919, -1.4531], [-4.7755, -1.7463, 0.6445], [-2.2990, -1.3755, 0.5181], [-2.1769, -3.3154, -3.2726], [-4.7113, -3.8637, -3.0350], [0.8967, -2.5982, -5.0259], [2.7416, -0.9494, -5.9770], [2.9440, 1.2643, -4.8011], [1.0184, 2.1230, -3.4481], [-2.9793, -1.4033, 5.5738], [-1.6503, -1.0536, 5.2955], [-0.8063, -1.4529, 6.0624], [-1.5585, 0.0471, 4.2358], [-2.3680, 0.1327, 3.0618], [-2.0534, 1.0450, 2.1497], [-1.0527, 2.0430, 2.3475], [-0.7198, 3.2151, 1.1397], [-0.4527, 2.1124, 3.6169], [-0.5212, 0.9821, 4.3978], [-3.5004, -1.2529, 4.8093], [-3.1763, -0.5610, 2.9522], [-2.5815, 0.9416, 1.1727], [0.2394, 2.9010, 3.9447], [0.3159, 0.7071, 5.1409], [1.2883, -1.8837, 0.1470], [-0.0601, -1.7341, -0.6012], [2.1368, 3.4007, -1.6311]],
  "forces_ev_per_a": [[-0.6, -0.2, -0.5], [-1.7, -0.1, 1.0], [0.8, -1.1, -0.2], [-0.4, 0.0, 1.1], [0.0, 1.7, -1.1], [0.7, -0.9, -0.4], [0.8, 1.0, -0.3], [-0.2, 0.0, -0.4], [-0.1, 0.5, 0.0], [0.2, 0.4, 0.1], [-0.2, -0.3, -0.2], [0.6, -1.7, -0.1], [-0.2, 0.2, 0.7], [-0.7, -1.5, -0.9], [-1.7, 0.0, 0.5], [0.4, 1.0, -1.2], [-0.3, 0.2, 1.1], [-0.5, -1.0, 0.8], [2.4, 1.6, -0.3], [1.8, 0.2, -0.3], [-0.8, 0.4, 1.1], [-0.1, -2.7, 0.1], [0.6, 2.8, -0.5], [-1.3, -1.2, 1.7], [-0.1, 0.0, -1.7], [1.6, 0.9, 0.0], [-0.4, -0.3, -0.3], [0.1, 0.0, 0.9], [0.7, 0.3, -0.4], [0.3, -0.6, -0.1], [-0.6, 0.2, -0.2], [-0.4, 0.2, -0.2], [0.4, 0.5, 0.1], [0.0, 0.2, 0.2], [-0.3, 0.4, 0.0], [0.0, -1.4, -0.1], [1.9, -0.6, 0.6], [-1.1, 0.8, 1.0], [-0.4, 0.5, -1.3], [1.1, -0.7, 0.0], [0.7, -1.3, 3.5], [0.1, 1.1, -2.8], [-1.1, 0.2, 0.8], [0.3, 0.7, -0.7], [1.0, -0.4, -0.6], [0.5, -1.8, 1.8], [-0.9, 0.5, -1.1], [-0.3, -0.3, -0.5], [0.6, 0.7, 0.7], [-0.3, -0.2, -0.7], [-1.7, 0.9, -0.7], [2.1, 0.0, 0.6], [-3.0, -0.3, -1.0], [0.1, 0.5, 0.2]]
}

Record 2
{
  "formula": "C21H22F3NO3",
  "method": "the ωB97M-V functional and the def2-TZVPD basis",
  "e_homo_ev": -8.940,
  "smiles": "CC(=O)c1ccc(OCCCC(=O)NCCc2ccc(C(F)(F)F)cc2)cc1",
  "e_above_lowest_kj_mol": 0.00,
  "lumo_energy_ev": 0.4,
  "species": ["C", "C", "O", "C", "C", "C", "C", "O", "C", "C", "C", "C", "O", "N", "C", "C", "C", "C", "C", "C", "C", "F", "F", "F", "C", "C", "C", "C", "H", "H", "H", "H", "H", "H", "H", "H", "H", "H", "H", "H", "H", "H", "H", "H", "H", "H", "H", "H", "H", "H"],
  "positions_angstrom": [[2.2921, 1.9424, -3.5377], [2.6223, 1.6654, -2.0938], [3.7399, 1.3635, -1.7339], [1.5125, 1.7942, -1.1192], [1.8349, 2.0644, 0.2082], [0.8598, 2.2180, 1.1730], [-0.4803, 2.0462, 0.8329], [-1.5305, 2.1142, 1.6866], [-1.3330, 2.4269, 3.0553], [-2.4955, 1.8468, 3.8587], [-2.6078, 0.3256, 3.6854], [-1.2721, -0.3350, 3.9914], [-0.8964, -0.5950, 5.1140], [-0.5162, -0.5604, 2.8912], [0.8173, -1.1058, 2.9379], [0.9133, -2.4266, 2.1579], [0.5424, -2.2027, 0.7221], [-0.7728, -2.3794, 0.3029], [-1.1370, -2.1313, -1.0057], [-0.1761, -1.7038, -1.9134], [-0.6025, -1.4656, -3.3305], [-0.9776, -2.5976, -3.9525], [-1.6612, -0.6342, -3.4095], [0.3543, -0.9155, -4.0936], [1.1394, -1.5208, -1.5123], [1.4880, -1.7629, -0.1968], [-0.8092, 1.7546, -0.4965], [0.1667, 1.6555, -1.4608], [1.7290, 1.1095, -3.9533], [3.2137, 2.0509, -4.1038], [1.6911, 2.8436, -3.6269], [2.8768, 2.1765, 0.4696], [1.1546, 2.4759, 2.1778], [-1.2918, 3.5174, 3.1764], [-0.3976, 1.9987, 3.4272], [-2.3284, 2.0828, 4.9101], [-3.4280, 2.3123, 3.5377], [-2.9216, 0.0964, 2.6668], [-3.3516, -0.0557, 4.3850], [-0.8776, -0.3233, 1.9804], [1.5238, -0.3826, 2.5134], [1.0532, -1.2703, 3.9917], [1.9355, -2.7978, 2.2322], [0.2404, -3.1550, 2.6119], [-1.5156, -2.7253, 1.0066], [-2.1572, -2.2706, -1.3301], [1.8865, -1.1947, -2.2188], [2.5109, -1.6133, 0.1129], [-1.8502, 1.6251, -0.7484], [-0.1226, 1.4511, -2.4791]],
  "forces_ev_per_a": [[0.3, 0.0, -0.1], [-0.1, 0.0, -0.2], [0.0, 0.0, 0.0], [0.0, 0.1, 0.5], [0.0, 0.0, -0.3], [-0.2, 0.0, 0.3], [0.1, -0.1, -0.4], [-0.1, -0.1, -0.2], [0.0, 0.2, 0.5], [0.3, 0.0, -0.4], [0.1, 0.1, 0.2], [-0.4, 0.0, -0.4], [0.1, 0.0, 0.5], [0.2, -0.1, -0.4], [0.2, -0.2, 0.2], [0.0, 0.3, 0.1], [0.1, -0.1, 0.0], [0.0, 0.0, -0.1], [0.1, 0.1, -0.1], [0.0, 0.0, -0.1], [-0.1, 0.0, -0.2], [0.0, -0.2, 0.1], [-0.2, 0.1, 0.2], [0.3, 0.1, 0.0], [-0.2, -0.1, -0.1], [-0.1, 0.0, 0.0], [-0.2, 0.1, 0.3], [0.3, 0.1, 0.1], [-0.1, -0.1, -0.1], [0.0, 0.0, 0.0], [-0.1, 0.0, 0.0], [0.1, 0.0, 0.0], [0.0, 0.0, 0.1], [0.1, -0.1, 0.0], [0.0, 0.1, -0.1], [0.0, 0.1, 0.0], [0.0, 0.0, 0.1], [0.0, 0.0, 0.0], [0.0, -0.1, -0.1], [-0.1, 0.1, 0.1], [0.0, -0.1, 0.1], [0.0, 0.1, -0.1], [0.0, -0.1, 0.0], [0.0, 0.0, 0.0], [-0.1, -0.1, 0.1], [-0.1, 0.0, 0.0], [0.1, 0.0, -0.1], [0.2, 0.0, 0.1], [-0.1, 0.0, 0.0], [0.0, 0.0, -0.2]]
}

Record 3
{
  "formula": "C21H22N2O3",
  "method": "the ωB97M-V functional and the def2-TZVPD basis",
  "e_homo_ev": -8.138,
  "smiles": "O=C1C[C@@H]2OCC=C3C[N@+]4([O-])CC[C@]56c7ccccc7N1[C@H]5[C@H]2[C@H]3C[C@@H]64",
  "e_above_lowest_kj_mol": 539.99,
  "lumo_energy_ev": 0.6,
  "species": ["O", "C", "C", "C", "O", "C", "C", "C", "C", "N", "O", "C", "C", "C", "C", "C", "C", "C", "C", "C", "N", "C", "C", "C", "C", "C", "H", "H", "H", "H", "H", "H", "H", "H", "H", "H", "H", "H", "H", "H", "H", "H", "H", "H", "H", "H", "H", "H"],
  "positions_angstrom": [[-2.4994, -0.5381, 3.3232], [-1.7942, -0.7385, 2.3396], [-1.8508, -2.1143, 1.6777], [-1.9148, -1.9529, 0.1281], [-1.6679, -3.1838, -0.5924], [-0.3365, -3.7474, -0.5810], [0.7700, -2.9731, -1.2763], [0.6777, -1.6638, -1.7958], [1.9280, -1.0084, -2.3388], [2.1441, 0.2476, -1.5939], [2.8806, 0.9037, -2.3372], [2.8765, 0.0789, -0.3551], [2.1407, 0.8924, 0.6899], [0.7259, 0.9842, 0.1958], [-0.0612, 2.0771, 0.8406], [0.0035, 3.4412, 0.6006], [-0.8308, 4.2925, 1.3270], [-1.7613, 3.7810, 2.2537], [-1.8336, 2.3930, 2.4812], [-0.9867, 1.5529, 1.7581], [-0.8790, 0.1637, 1.8005], [-0.1023, -0.2541, 0.6686], [-1.1453, -0.7264, -0.3665], [-0.5584, -0.8261, -1.7646], [-0.2075, 0.6365, -2.1403], [0.9798, 1.0798, -1.2954], [-0.9537, -2.6414, 1.9726], [-2.6834, -2.7198, 1.9870], [-2.9688, -1.7431, -0.0917], [-0.4443, -4.7796, -0.9801], [0.0003, -3.9224, 0.4515], [1.7176, -3.4927, -1.3312], [1.8119, -0.7963, -3.4222], [2.7820, -1.6890, -2.2429], [2.7837, -0.9950, -0.1676], [3.9602, 0.2943, -0.4759], [2.5961, 1.9023, 0.7321], [2.1893, 0.4397, 1.6657], [0.6724, 3.7842, -0.1648], [-0.8305, 5.3520, 1.1658], [-2.3929, 4.4559, 2.7975], [-2.5821, 1.9189, 3.1331], [0.6231, -1.0636, 0.9272], [-1.9336, 0.0617, -0.3769], [-1.2519, -1.2539, -2.5014], [-1.0976, 1.2705, -2.0091], [0.0762, 0.7198, -3.1958], [1.2287, 2.0999, -1.5200]],
  "forces_ev_per_a": [[0.7, 0.7, -1.0], [-0.8, -0.6, 1.3], [0.9, 0.7, -1.5], [-0.2, -0.8, 0.1], [0.9, 0.3, 0.1], [-0.3, 0.0, 0.2], [-1.3, 3.4, -1.2], [1.1, -4.4, 1.4], [-2.2, -2.1, -0.1], [-0.6, -1.5, 1.0], [5.2, 5.2, -5.8], [0.5, -2.2, 2.4], [1.4, 0.8, 0.3], [-0.7, -0.6, 0.6], [-0.7, 0.5, 0.0], [-0.5, -0.5, 0.5], [-0.6, -0.5, 0.4], [1.1, -1.0, -0.6], [-0.5, -0.2, 0.0], [0.3, 1.4, 0.3], [-0.6, -0.7, 1.0], [0.7, -1.2, -1.5], [-0.3, 0.1, 0.1], [-0.2, 0.7, -0.3], [0.0, -0.4, -0.6], [-3.8, -0.3, 0.5], [0.5, -0.2, 0.0], [-0.4, 0.2, 0.5], [0.2, -0.4, -0.1], [0.0, 0.7, -0.1], [-0.1, 0.1, 0.1], [0.1, 0.0, 0.0], [0.1, 0.5, 0.9], [0.0, 0.6, 0.2], [0.2, -0.1, 0.7], [-1.1, 0.1, -0.3], [-0.3, -0.4, 0.1], [0.2, 0.0, 0.5], [0.3, 0.4, -0.1], [0.2, 0.4, -0.2], [-0.3, 0.1, 0.1], [0.5, 0.5, -0.1], [-0.7, 0.3, -0.1], [0.6, -0.2, -0.1], [-0.2, 0.2, 0.3], [0.4, -0.1, 0.1], [0.0, 0.0, 0.1], [0.6, 0.2, -0.3]]
}

Record 4
{
  "formula": "C21H22N2O3S",
  "method": "the ωB97M-V functional and the def2-TZVPD basis",
  "e_homo_ev": -8.277,
  "e_above_lowest_kj_mol": 78.39,
  "lumo_energy_ev": 0.5,
  "species": ["C", "C", "C", "C", "C", "C", "C", "C", "N", "C", "C", "O", "C", "H", "H", "H", "C", "H", "H", "S", "O", "C", "C", "O", "N", "C", "C", "C", "C", "C", "C", "C", "H", "H", "H", "H", "H", "H", "H", "H", "H", "H", "H", "H", "H", "H", "H", "H", "H"],
  "positions_angstrom": [[0.5998, -0.1671, 3.9454], [1.6621, -1.1497, 3.5774], [1.8941, -2.2516, 4.3903], [2.8572, -3.1951, 4.0818], [3.6190, -3.0516, 2.9335], [3.4098, -1.9657, 2.1100], [2.4396, -1.0077, 2.4170], [2.2825, 0.1091, 1.5091], [1.4920, 1.1404, 1.6206], [1.7264, 1.9139, 0.5155], [2.6644, 1.2883, -0.2614], [3.0254, 0.1535, 0.3779], [3.2698, 1.6298, -1.5706], [4.0519, 0.9139, -1.8067], [2.5066, 1.5955, -2.3472], [3.6932, 2.6330, -1.5469], [0.9509, 3.1281, 0.2277], [0.6197, 3.6352, 1.1285], [1.4956, 3.8056, -0.4260], [-0.5940, 2.6152, -0.7197], [-0.1420, 1.5168, -1.5868], [-1.4010, 1.8106, 0.7415], [-2.4703, 0.8257, 0.3088], [-3.6299, 0.9355, 0.6525], [-1.9825, -0.1924, -0.4290], [-2.8638, -1.1449, -1.0777], [-3.0348, -0.8068, -2.5361], [-3.6808, 0.3705, -2.8942], [-3.8089, 0.7211, -4.2251], [-3.2941, -0.1025, -5.2126], [-2.6495, -1.2760, -4.8630], [-2.5162, -1.6239, -3.5297], [-2.0080, -2.5391, -3.2597], [-2.2450, -1.9207, -5.6298], [-3.3946, 0.1706, -6.2529], [-4.3122, 1.6383, -4.4939], [-4.0838, 1.0083, -2.1210], [-3.8230, -1.0905, -0.5550], [-2.4424, -2.1478, -0.9607], [-1.0817, -0.0489, -0.8750], [-1.8520, 2.6054, 1.3316], [-0.6173, 1.3054, 1.3087], [3.9989, -1.8434, 1.2138], [4.3730, -3.7827, 2.6833], [3.0134, -4.0404, 4.7354], [1.3030, -2.3711, 5.2870], [-0.2192, -0.2164, 3.2292], [0.2078, -0.3804, 4.9366], [0.9910, 0.8467, 3.9176]],
  "forces_ev_per_a": [[0.0, 0.1, 0.2], [0.1, 0.0, -0.1], [0.1, -0.1, 0.0], [0.0, 0.0, 0.0], [0.0, -0.1, 0.0], [-0.1, 0.1, 0.0], [0.3, -0.6, 0.1], [-0.6, 0.9, 0.0], [0.3, -0.6, 0.4], [0.9, -0.4, -0.7], [-0.7, 1.0, 0.2], [0.1, -0.3, 0.0], [-0.1, -0.2, 0.1], [0.1, 0.0, -0.1], [0.0, 0.0, -0.1], [0.1, 0.0, 0.0], [-0.5, -0.3, -0.4], [0.0, 0.1, 0.1], [-0.1, 0.1, 0.0], [0.0, 0.6, 1.3], [0.4, -0.7, -0.9], [0.1, 0.4, -0.3], [0.3, 0.0, 0.0], [-0.3, 0.1, 0.1], [0.1, -0.3, -0.1], [-0.1, 0.0, 0.1], [0.0, -0.1, 0.0], [0.0, 0.0, 0.0], [0.0, 0.1, 0.0], [0.0, 0.0, -0.1], [0.0, 0.0, -0.2], [-0.1, 0.0, 0.1], [0.1, -0.1, 0.0], [0.0, 0.0, -0.1], [0.0, 0.0, -0.1], [0.0, 0.1, 0.0], [-0.1, 0.1, 0.1], [0.1, -0.1, -0.1], [-0.1, 0.1, 0.0], [0.0, 0.1, 0.1], [-0.1, 0.0, 0.0], [-0.1, 0.0, 0.0], [0.0, 0.0, 0.0], [0.1, -0.1, 0.0], [0.0, -0.1, 0.1], [-0.1, 0.0, 0.1], [-0.1, 0.1, 0.0], [0.0, -0.1, 0.1], [-0.1, 0.0, 0.1]]
}

Which formula does entry 2 have?
C21H22F3NO3

What is the formula in the fourth record?
C21H22N2O3S